Below is a gas-phase ion, C5H6NO (charge +1) at a distorted geometry, with properties calculated with ωB97M-V/def2-TZVPD.

Last columns: bonded neighbours and bond lengths (Å).
Cartesian coordinates (Å):
1 C 1.180 0.694 1.136  C2 1.217, C3 1.502
2 C 1.886 -0.198 0.701  C1 1.217, O7 1.596
3 C -0.186 1.317 1.107  C1 1.502, N6 1.428, H8 1.091, H9 1.080
4 C -0.730 -0.569 -0.542  C5 1.556, N6 1.409, H10 1.122, H11 1.057
5 C 0.547 -1.266 -1.096  C4 1.556, O7 1.231, H12 1.088
6 N -0.658 0.775 -0.127  C3 1.428, C4 1.409, H13 0.987
7 O 1.616 -1.230 -0.486  C2 1.596, C5 1.231
8 H -0.710 0.793 1.907  C3 1.091
9 H -0.431 2.364 1.205  C3 1.080
10 H -1.486 -0.820 -1.333  C4 1.122
11 H -0.726 -1.269 0.250  C4 1.057
12 H 0.305 -2.012 -1.851  C5 1.088
13 H -0.609 1.421 -0.871  N6 0.987

Summary:
* HOMO (spin up / spin down): -14.3681 / -14.3671 eV
* total energy: -323.59750 Eh
* HOMO-LUMO gap (spin up / spin down): 8.29 / 8.29 eV
* charge: +1
* energy above the lowest of the compared OMol25 structures with the same formula, charge and spin: 715.4 kJ/mol